This record from OMol25 describes a molecular structure, C29H73BrFNO18S2. The level of theory is ωB97M-V/def2-TZVPD.

Geometry as XYZ:
```
125
Properties=species:S:1:pos:R:3:forces:R:3:mulliken_charge:R:1
O -6.16571 3.78751 -1.05926 -0.03 0.00 0.01 -0.536
S -6.69367 2.67362 -1.78688 0.05 -0.02 -0.01 0.969
O -8.07128 2.28608 -1.73160 -0.02 0.00 0.01 -0.587
C -5.72861 1.19669 -1.39852 0.20 -0.15 -0.08 -0.719
N -4.36647 1.39899 -0.93395 -0.36 0.43 0.10 -0.146
Br -3.26245 2.23504 -2.18571 0.11 -0.22 0.08 0.060
S -4.17316 1.86301 0.65543 0.10 -0.39 -0.17 1.201
O -5.44645 1.76941 1.26693 0.07 0.07 0.04 -0.482
O -3.03051 1.21748 1.17858 0.11 0.12 -0.08 -0.496
F -3.79850 3.35960 0.54049 -0.07 0.10 0.00 -0.213
H -6.37647 2.84362 -3.09483 -0.01 0.07 -0.02 0.141
H -6.30376 0.65108 -0.65334 -0.04 0.03 0.07 0.334
H -5.68450 0.60245 -2.31132 -0.05 -0.03 -0.02 0.455
C 2.93110 -0.54754 -2.89138 0.04 0.00 -0.04 -0.127
O 2.83270 0.37537 -1.82140 0.00 -0.04 0.04 -0.361
C 1.89120 1.40892 -2.03975 0.03 -0.01 0.02 -0.700
C 0.57695 1.12842 -1.34248 -0.12 0.03 0.02 -0.101
O -0.08200 -0.00735 -1.87259 0.04 -0.01 -0.05 -0.333
C 0.08888 -1.18230 -1.09978 -0.02 0.00 0.02 -0.619
H 3.46864 -1.41727 -2.51880 -0.01 -0.01 -0.01 -0.232
H 1.94749 -0.86795 -3.24193 0.00 0.00 0.00 0.275
H 3.49021 -0.11693 -3.73022 -0.03 0.00 -0.02 0.238
H 1.71949 1.55290 -3.11237 0.00 -0.01 0.00 0.334
H 2.31409 2.33415 -1.63665 -0.01 0.01 0.00 0.401
H -0.08965 1.98609 -1.48072 0.03 0.03 0.02 0.309
H 0.74655 1.00643 -0.26719 0.00 0.00 0.00 0.129
H -0.50904 -1.13562 -0.18284 0.02 0.01 0.01 0.283
H 1.13711 -1.34218 -0.83668 0.00 -0.01 -0.01 0.231
H -0.25436 -2.02034 -1.70377 -0.02 0.01 0.01 0.250
C 0.57099 0.19893 3.96094 0.00 0.00 0.00 -0.664
O -0.22317 -0.53103 4.87590 -0.04 0.01 -0.02 -0.394
C -0.34087 0.08057 6.14944 0.02 -0.06 0.00 -0.578
C -1.63880 0.84344 6.30282 -0.05 0.08 0.03 -0.164
O -1.71409 1.94944 5.42006 0.05 -0.02 -0.04 -0.464
C -2.48061 1.69579 4.25740 -0.02 -0.01 0.05 -0.782
H 0.40643 -0.23279 2.97458 0.02 -0.02 0.00 0.149
H 0.29331 1.25540 3.93856 0.00 0.00 -0.01 0.313
H 1.63470 0.11507 4.21100 0.00 0.02 0.01 0.374
H 0.50607 0.75079 6.33290 0.00 0.00 -0.01 0.319
H -0.30965 -0.71616 6.89908 0.00 0.01 0.01 0.402
H -1.70640 1.22845 7.32417 -0.01 -0.03 0.01 0.363
H -2.48865 0.16996 6.14590 0.00 0.00 0.00 0.117
H -3.54998 1.66476 4.49923 -0.01 -0.03 -0.03 0.389
H -2.19624 0.75647 3.77971 0.00 0.00 -0.01 0.377
H -2.30073 2.51160 3.55991 0.01 0.03 0.03 0.239
C 4.06553 -3.17095 -0.42548 0.01 0.03 -0.02 -0.884
O 3.36093 -4.07295 -1.25823 -0.04 -0.01 0.05 -0.250
C 4.13721 -5.17536 -1.69340 0.00 0.04 -0.06 -0.488
C 3.86855 -6.42142 -0.87686 0.01 -0.06 0.03 -0.580
O 4.26498 -6.27099 0.47390 0.02 0.07 -0.01 -0.372
C 3.19721 -5.97743 1.35497 0.00 -0.01 0.01 -0.675
H 3.33152 -2.50369 0.02413 0.01 0.03 -0.02 0.216
H 4.61462 -3.68756 0.36495 -0.02 -0.02 0.00 0.462
H 4.77058 -2.57154 -1.01297 0.04 -0.01 0.04 0.303
H 5.20440 -4.93059 -1.65444 0.00 0.00 0.00 0.336
H 3.87337 -5.37435 -2.73656 0.01 0.00 0.00 0.371
H 4.44439 -7.24963 -1.30056 -0.01 0.00 -0.01 0.379
H 2.80610 -6.68128 -0.93784 0.00 0.00 0.00 0.325
H 2.57857 -6.86443 1.52976 -0.02 0.01 -0.02 0.325
H 2.56493 -5.17369 0.96990 0.00 0.01 0.01 0.270
H 3.63564 -5.66420 2.30092 0.00 -0.02 0.00 0.242
C -9.78258 0.31806 1.45171 0.01 -0.01 -0.01 -0.735
O -8.56024 -0.33630 1.74512 -0.02 -0.03 0.02 -0.404
C -7.79802 0.30594 2.75546 0.05 -0.10 -0.06 -0.330
C -7.93241 -0.36366 4.10354 -0.08 0.04 0.14 -0.402
O -9.24305 -0.27383 4.63747 -0.01 0.01 -0.04 -0.411
C -10.01065 -1.44842 4.45859 -0.01 0.00 -0.01 -0.696
H -10.37685 -0.36480 0.84641 0.01 0.01 -0.02 0.262
H -10.33461 0.56116 2.36305 -0.01 0.00 -0.01 0.326
H -9.60745 1.23493 0.87923 0.00 0.02 0.02 0.293
H -8.07053 1.36354 2.82937 0.00 0.00 0.00 0.387
H -6.75081 0.25006 2.45773 0.01 0.04 0.02 0.218
H -7.26161 0.14519 4.80379 0.03 -0.03 -0.01 0.265
H -7.62128 -1.41232 4.03548 0.01 0.00 -0.02 0.362
H -9.67574 -2.24387 5.13432 0.02 -0.01 -0.02 0.303
H -9.95715 -1.81155 3.42907 -0.01 0.00 0.00 0.294
H -11.04391 -1.19969 4.69524 0.01 0.00 0.02 0.247
C 9.01492 -1.08872 -6.46838 0.01 0.01 0.00 -0.713
O 8.82993 -0.14728 -5.43000 -0.06 -0.06 0.03 -0.447
C 7.83064 0.81971 -5.70599 0.08 0.07 0.00 -0.406
C 6.51702 0.49496 -5.03050 -0.08 0.01 0.00 -0.478
O 5.93548 -0.70052 -5.52597 0.05 -0.01 -0.04 -0.377
C 6.15876 -1.82448 -4.69787 -0.02 -0.04 0.06 -0.349
H 9.62730 -1.89574 -6.06904 0.02 0.01 0.00 0.262
H 8.06382 -1.49952 -6.81660 0.00 -0.01 0.00 0.305
H 9.53900 -0.63718 -7.31828 -0.02 0.01 -0.01 0.320
H 7.67877 0.91732 -6.78631 0.01 0.00 0.00 0.282
H 8.18685 1.78403 -5.33490 -0.01 0.01 -0.03 0.294
H 5.81310 1.30957 -5.22783 0.01 0.01 0.01 0.442
H 6.66236 0.42772 -3.94679 0.00 0.00 0.00 0.333
H 5.53752 -1.77037 -3.79662 0.03 -0.01 0.02 -0.106
H 7.20635 -1.91144 -4.39931 0.01 0.02 -0.02 0.351
H 5.87700 -2.71156 -5.26353 -0.03 0.02 -0.01 0.311
C 6.79380 5.12858 -6.43730 0.01 -0.01 0.01 -0.861
O 7.23026 3.99130 -7.15827 0.02 0.01 -0.02 -0.283
C 6.36409 3.61811 -8.21618 -0.01 -0.06 0.05 -0.319
C 6.86887 4.09207 -9.56207 0.00 0.02 -0.06 -0.703
O 6.89130 5.50459 -9.65713 -0.02 0.01 0.07 -0.375
C 8.17186 6.07166 -9.45417 0.00 0.00 -0.01 -0.687
H 7.62752 5.45990 -5.82039 -0.01 -0.02 0.01 0.269
H 6.49776 5.94012 -7.10598 0.01 0.01 0.00 0.383
H 5.94978 4.87860 -5.78467 -0.02 0.01 -0.02 0.312
H 5.35531 4.00651 -8.03980 0.00 0.01 -0.01 0.360
H 6.30657 2.52487 -8.22865 -0.02 0.00 0.00 0.339
H 6.19673 3.71825 -10.34013 0.01 -0.01 0.00 0.393
H 7.86624 3.67928 -9.74887 0.00 0.00 0.00 0.336
H 8.81735 5.90182 -10.32279 0.01 -0.02 0.01 0.321
H 8.65821 5.66328 -8.56500 0.00 0.01 0.00 0.292
H 8.03351 7.14375 -9.32488 0.00 0.00 -0.02 0.242
C -4.67641 -0.40638 10.13696 0.00 0.02 0.00 -0.815
O -4.17345 -0.48990 8.81648 -0.05 0.00 -0.05 -0.294
C -4.08162 -1.81461 8.32332 0.08 0.02 0.02 -0.574
C -5.24842 -2.18220 7.43213 -0.05 -0.06 -0.03 -0.258
O -6.47310 -2.20619 8.14174 0.04 0.02 0.08 -0.402
C -7.26959 -1.05074 7.95088 -0.01 -0.01 -0.06 -0.341
H -4.92071 0.63793 10.32410 0.02 0.00 0.00 0.254
H -5.57557 -1.01341 10.26450 -0.01 0.01 0.00 0.341
H -3.92232 -0.72805 10.86376 -0.01 -0.03 0.00 0.308
H -4.01608 -2.52814 9.15200 0.01 0.00 0.00 0.370
H -3.15696 -1.88805 7.74162 -0.01 -0.01 0.00 0.361
H -5.07710 -3.18681 7.03306 0.01 0.01 -0.02 0.400
H -5.30637 -1.48740 6.58643 0.00 0.01 0.01 0.128
H -7.74124 -1.06371 6.96240 -0.01 0.05 0.01 -0.040
H -6.68277 -0.13447 8.05619 0.00 0.00 0.00 0.319
H -8.04805 -1.06150 8.71183 -0.01 -0.03 -0.02 0.289
```
Positions in Å, forces in eV/Å.

Computed properties:
Gap between HOMO and LUMO, eV: 8.1
Total energy, a.u.: -6027.65634
E_LUMO, eV: -0.933

This record from OMol25 describes a molecular structure, C10H25ClIN3OPRu in a non-equilibrium geometry. The level of theory is ωB97M-V/def2-TZVPD.

Geometry as XYZ:
```
43
Properties=species:S:1:pos:R:3:forces:R:3:nbo_charge:R:1
C -3.70399 2.42729 0.90951 -0.58 0.11 0.14 -0.542
I -2.64441 1.33834 -0.87391 -4.21 2.34 2.07 0.473
H -3.20851 3.35905 1.19941 0.60 -0.43 -0.58 0.263
H -3.90264 1.79622 1.78843 0.43 -0.31 -0.74 0.257
H -4.61071 2.65610 0.37553 -0.35 -0.03 -0.13 0.251
Ru -0.71894 0.34539 0.25548 5.51 1.62 0.73 0.549
P -0.13447 0.28425 -2.15186 0.16 -0.06 -0.99 1.161
C -1.24855 -0.87230 -3.04981 0.44 0.20 0.32 -0.975
C -0.48283 1.91755 -2.93992 -0.10 -0.06 0.35 -0.957
H 2.27304 0.41752 -1.93132 -0.31 -0.39 -0.56 0.286
H 1.70878 0.07096 -3.63872 0.11 -0.23 0.44 0.291
H 1.70921 -1.26226 -2.38233 0.09 0.51 -0.22 0.269
C 1.59146 -0.17892 -2.56760 -0.40 0.09 0.43 -0.942
H 0.22061 2.66142 -2.53830 -0.15 -0.21 -0.46 0.295
H -0.42806 1.76108 -4.02654 0.32 0.18 0.25 0.287
H -1.14394 -0.60723 -4.11152 -0.15 -0.29 0.20 0.287
H -2.29715 -0.75644 -2.72683 0.43 -0.16 -0.32 0.255
H -1.51051 2.26548 -2.71047 1.06 -0.10 -0.68 0.244
H -0.90735 -1.90064 -2.86189 -0.24 0.26 -0.23 0.275
C -1.33197 -1.35181 0.03533 -3.48 -7.24 -2.03 0.525
O -1.81512 -2.37917 -0.28718 2.13 4.41 1.59 -0.366
Cl 1.14428 1.85889 0.00861 -0.96 -0.15 0.24 -0.384
C 3.23800 0.80083 2.55359 0.25 0.33 -0.47 -0.450
N 2.72453 -0.45231 3.09070 0.64 -0.45 0.35 -0.115
C 3.61990 -1.06205 4.05392 0.73 0.29 0.92 -0.462
C 1.50273 -0.95600 2.69811 -1.60 1.46 -0.55 0.577
N 0.59166 -0.12914 2.16643 0.19 -0.40 0.34 -0.868
N 1.22659 -2.28353 2.83964 0.28 0.18 0.47 -0.156
C 1.70993 -3.21556 3.83852 0.96 -0.89 0.21 -0.451
C 0.07160 -2.80032 2.16332 -0.57 -0.62 -0.16 -0.439
H 4.30200 0.88526 2.81477 -0.53 -0.03 -0.13 0.267
H 2.70554 1.65954 2.98211 0.02 -0.07 0.02 0.266
H 3.12425 0.83472 1.46331 -0.18 -0.07 0.26 0.269
H 3.11008 -1.28756 4.98999 -0.07 -0.07 -0.08 0.260
H 4.12861 -1.94854 3.66454 -0.11 0.01 -0.15 0.271
H 4.40917 -0.34741 4.30068 -0.24 -0.12 -0.11 0.271
H 0.78373 0.82208 2.48401 0.29 -0.21 -0.47 0.404
H 1.00266 -3.27798 4.67858 -0.07 0.22 -0.17 0.281
H 1.74342 -4.20394 3.37021 -0.01 0.11 0.13 0.265
H 2.69657 -3.00380 4.23089 -0.42 -0.13 -0.14 0.250
H -0.80760 -2.20318 2.38567 -0.04 0.19 0.06 0.251
H 0.24343 -2.84993 1.09083 0.15 0.09 -0.05 0.237
H -0.10111 -3.81762 2.51184 -0.05 0.13 -0.10 0.268
```
Positions in Å, forces in eV/Å.

Computed properties:
Gap between HOMO and LUMO (spin up / spin down), eV: 7.1 / 5.5
Total energy, a.u.: -1828.44949
Energy relative to the best compared isomer or geometry (same formula, charge and spin), kcal/mol: 0.0
E_LUMO (spin up / spin down), eV: -10.712 / -13.313
Charge: +3
⟨S²⟩: 6.063
Multiplicity: 5

Q: Look up the total energy of the first one.
A: -6027.65634 a.u.